Below is a cluster of 6 separate species, C12H36O6 in total, with properties calculated with wB97M-V/def2-TZVPD.

Positions of all 54 atoms, in Å:
C -20.4683 18.1978 -15.1992
C -21.3313 18.3773 -13.9470
O -21.1225 17.2725 -13.0396
H -19.4212 17.9261 -15.0655
H -20.5600 19.1591 -15.7047
H -20.9700 17.5209 -15.8908
H -22.3768 18.5573 -14.1972
H -20.9648 19.2126 -13.3503
H -21.9359 17.2674 -12.5297
C -14.5570 14.3651 -13.6302
C -12.9961 14.3494 -13.5578
O -12.5799 13.4869 -14.6092
H -15.1200 14.9233 -12.8821
H -14.9643 13.3545 -13.6577
H -14.8439 14.7751 -14.5985
H -12.6877 14.0563 -12.5542
H -12.5987 15.3553 -13.6939
H -12.5999 12.5997 -14.2429
C -12.0603 17.1329 -18.2683
C -11.7203 18.4018 -19.0142
O -12.8224 19.2307 -18.7833
H -11.2113 16.4961 -18.0199
H -12.6868 16.5137 -18.9103
H -12.6720 17.3162 -17.3849
H -11.5662 18.1000 -20.0502
H -10.7464 18.8022 -18.7324
H -12.5181 19.9262 -18.1956
C -15.9979 16.4162 -17.1219
C -17.5023 16.5377 -17.5729
O -17.8511 15.6415 -18.5978
H -15.2658 16.7094 -17.8743
H -15.8200 15.4158 -16.7273
H -15.9060 16.9275 -16.1636
H -17.8067 17.5660 -17.7682
H -18.1519 16.2737 -16.7384
H -18.7945 15.6301 -18.7753
C -21.7125 13.9574 -19.9127
C -21.4985 13.9236 -18.4065
O -22.3640 14.9140 -17.8756
H -22.7324 13.7304 -20.2232
H -21.2377 13.1268 -20.4350
H -21.3313 14.8849 -20.3399
H -20.4264 14.0008 -18.2256
H -21.6587 12.9150 -18.0255
H -23.2643 14.5998 -17.9868
C -17.0761 19.9219 -15.8885
C -15.7415 20.1865 -16.5810
O -14.6937 19.4980 -15.9640
H -17.0499 20.1385 -14.8206
H -17.2512 18.8522 -16.0035
H -17.8113 20.5468 -16.3954
H -15.5251 21.2404 -16.7561
H -15.9012 19.8595 -17.6084
H -14.0614 19.2955 -16.6574

The value obtained for the lowest unoccupied orbital energy is 0.75 eV. Its structure (SMILES) is CCO.CCO.CCO.CCO.CCO.CCO. As for the frontier orbital gap: 10.7 eV.

natural (NBO) population analysis, charges in e, atoms 1 to 6: number 1, C, carries -0.6323; number 2, C, carries -0.0662; number 3, O, carries -0.7237; number 4, H, carries 0.2195; number 5, H, carries 0.2059; number 6, H, carries 0.2144